Computed, not measured: one molecule with the formula C6H10S, with ωB97M-V with the def2-TZVPD basis set.

Atoms and positions in Å:
C 1.999 0.151 -1.975
S 0.880 -0.345 -0.790
C 1.213 0.337 0.806
C 0.301 -0.646 1.960
C -0.192 0.614 1.377
C -1.504 0.561 0.405
C -1.037 -0.101 -0.902
H 1.568 -0.179 -2.934
H 2.206 1.131 -1.950
H 0.873 -1.703 -0.851
H -0.223 -1.562 1.509
H 0.579 -0.752 3.030
H -0.097 1.532 2.114
H -1.907 1.663 0.164
H -2.093 -0.117 0.952
H -1.464 -1.124 -1.024
H -1.102 0.539 -1.891

As for the net charge: 0. The calculation puts the HOMO-LUMO gap at 8.4 eV. The SMILES is C=[S@H]1=C2C[C@@H]2CC1. The calculation puts the LUMO energy at 0.3666 eV. The relative energy (zero: lowest compared OMol25 entry of this formula, charge and spin) is 806.5 kJ/mol.

=====

Computed, not measured: C20H27N5O3W as an isolated structure, with ωB97M-V with the def2-TZVPD basis set.

Atoms and positions in Å:
N -1.961 -1.332 1.684
C -1.986 -2.043 2.602
C -1.969 -2.869 3.775
H -0.952 -2.838 4.213
H -2.225 -3.908 3.502
H -2.695 -2.483 4.515
N -0.484 -1.093 -2.898
C -1.203 -0.261 -3.309
C -2.068 0.344 -4.300
H -2.663 -0.446 -4.788
H -1.442 0.876 -5.034
H -2.726 1.053 -3.774
N 2.292 1.854 -0.294
C 3.300 2.048 0.249
C 4.552 2.215 0.948
H 4.842 3.264 1.108
H 5.321 1.720 0.339
H 4.483 1.712 1.923
W 0.908 -2.555 -2.225
C -0.295 2.897 -1.220
O 0.508 3.699 -1.358
C -3.026 0.529 -0.243
O -3.786 0.346 0.579
C 0.719 -4.447 -1.624
C 1.462 -3.643 -0.666
C 2.542 -2.781 -1.139
C 2.858 -2.718 -2.553
C 2.095 -3.502 -3.492
C 1.044 -4.368 -3.029
H -0.031 -5.134 -1.242
H 1.276 -3.770 0.394
H 3.144 -2.244 -0.419
H 3.664 -2.073 -2.857
H 2.250 -3.377 -4.557
H 0.435 -4.930 -3.732
C 0.955 1.348 4.456
N 0.080 2.457 4.204
C -0.166 3.354 5.304
C -0.845 4.615 4.833
C -1.990 4.283 3.908
N -1.461 3.538 2.792
C -2.281 3.429 1.612
C -0.548 2.504 2.973
O -0.318 1.695 2.069
H 0.992 0.728 3.560
H 0.601 0.752 5.306
H 1.964 1.702 4.698
H -0.790 2.847 6.058
H 0.796 3.583 5.776
H -0.121 5.243 4.304
H -1.221 5.172 5.691
H -2.456 5.187 3.503
H -2.761 3.700 4.446
H -2.954 2.568 1.671
H -2.882 4.336 1.514
H -1.658 3.290 0.727

Its spin multiplicity is 3. As for the net charge: +4. The calculation puts the HOMO-LUMO gap (spin up / spin down) at 8.2 / 4.2 eV. Its expectation value of S² is 2.039. The calculation puts the LUMO energy (spin up / spin down) at -12.2454 / -16.2705 eV. The relative energy (zero: lowest compared OMol25 entry of this formula, charge and spin) is 374.8 kJ/mol.

=====

Computed, not measured: one molecule with the formula C7H9NO, with ωB97M-V with the def2-TZVPD basis set.

Atoms and positions in Å:
C -1.321 -1.845 0.079
N -0.545 -0.691 0.356
C -1.170 0.605 0.081
C 0.114 1.699 0.328
C 1.200 0.756 0.144
C 2.613 0.772 -0.023
C 2.990 -0.536 -0.010
O 1.896 -1.354 0.056
C 0.836 -0.556 0.226
H -2.275 -1.573 0.396
H -1.301 -2.181 -1.020
H -1.009 -2.684 0.749
H -2.142 0.600 0.472
H -1.303 0.589 -1.077
H 0.246 2.207 1.313
H -0.167 2.540 -0.402
H 3.244 1.601 -0.259
H 3.931 -1.097 -0.097

As for the net charge: 0. The calculation puts the HOMO-LUMO gap at 8.0 eV. The SMILES is CN1CCc2ccoc21. The calculation puts the LUMO energy at 1.0123 eV. The relative energy (zero: lowest compared OMol25 entry of this formula, charge and spin) is 280.5 kJ/mol.

=====

Computed, not measured: C13H19BaF3NO14P2S2 as an isolated structure, with ωB97M-V with the def2-TZVPD basis set.

Atoms and positions in Å:
Ba -1.307 0.489 -1.014
C -4.837 0.974 -2.830
C -4.097 2.339 -2.687
O -4.893 3.436 -3.211
P -2.520 2.346 -3.630
O -2.879 1.921 -5.138
O -2.097 3.847 -3.818
O -1.433 1.482 -3.060
P -3.742 2.682 -0.864
O -2.389 3.611 -1.009
O -4.890 3.495 -0.396
O -3.299 1.392 -0.213
H -5.271 0.911 -3.824
H -5.633 0.901 -2.093
H -4.180 0.105 -2.684
H -5.285 3.866 -2.429
H -3.669 2.421 -5.490
H -1.940 4.261 -2.910
H -1.732 3.276 -0.331
F 0.573 -0.850 -3.424
C 0.784 -1.852 -2.553
F 1.028 -2.981 -3.223
F 1.861 -1.545 -1.837
S -0.691 -2.177 -1.431
O -0.346 -1.479 -0.188
O -0.741 -3.604 -1.336
O -1.804 -1.536 -2.142
C 0.834 -4.218 4.226
C 1.801 -3.263 3.551
C 1.978 -3.294 2.166
C 2.852 -2.418 1.538
C 3.537 -1.473 2.304
C 3.386 -1.427 3.695
C 2.521 -2.330 4.302
S 4.619 -0.353 1.547
O 5.196 0.373 2.636
O 5.399 -1.069 0.586
N 3.717 0.697 0.729
C 2.858 1.662 1.548
C 1.407 1.187 1.709
C 0.597 1.440 0.463
O 1.030 1.023 -0.674
O -0.515 2.062 0.594
H 0.575 -5.052 3.565
H -0.102 -3.706 4.492
H 1.260 -4.625 5.148
H 1.406 -4.011 1.563
H 3.009 -2.471 0.464
H 3.943 -0.687 4.279
H 2.396 -2.307 5.387
H 3.199 0.297 -0.076
H 2.857 2.634 1.076
H 3.347 1.770 2.499
H 0.903 1.712 2.510
H 1.417 0.115 1.939

As for the net charge: -1. The calculation puts the HOMO-LUMO gap at 9.6 eV. The calculation puts the LUMO energy at 2.3616 eV. The relative energy (zero: lowest compared OMol25 entry of this formula, charge and spin) is 325.5 kJ/mol.

=====

Computed, not measured: one molecule with the formula C5H10N2O, with ωB97M-V with the def2-TZVPD basis set.

Atoms and positions in Å:
O 3.325 -0.349 -0.060
C 2.150 0.295 -0.300
N 0.981 0.046 0.194
C 0.250 1.223 0.419
C -1.317 1.029 -0.165
N -1.828 -0.328 0.084
C -0.825 -1.383 -0.270
C 0.529 -1.098 0.503
H 2.183 1.376 -1.022
H 0.733 2.055 -0.186
H 0.238 1.679 1.452
H -2.235 1.622 0.258
H -1.162 1.320 -1.161
H -2.736 -0.521 -0.113
H -0.558 -1.427 -1.312
H -1.443 -2.379 -0.125
H 0.595 -1.271 1.644
H 1.120 -1.889 0.159

As for the net charge: 0. The calculation puts the HOMO-LUMO gap at 9.6 eV. The SMILES is O=CN1CCNCC1. The calculation puts the LUMO energy at 0.8069 eV. The relative energy (zero: lowest compared OMol25 entry of this formula, charge and spin) is 423.2 kJ/mol.

=====

Computed, not measured: C9H14OS2 as an isolated structure, with ωB97M-V with the def2-TZVPD basis set.

Atoms and positions in Å:
S 0.929 -1.667 0.888
S -0.533 -0.463 1.642
C 0.636 -1.544 -0.890
C -1.777 -2.688 2.801
C -1.956 -1.592 1.764
H 0.712 -0.500 -1.239
H 1.413 -2.141 -1.396
H -0.353 -1.939 -1.176
H -2.667 -3.338 2.828
H -1.630 -2.251 3.803
H -0.897 -3.306 2.555
H -2.159 -2.010 0.759
H -2.798 -0.923 2.026
O -1.274 0.734 -0.431
C 2.194 2.681 -1.670
C 1.017 2.751 -2.417
C 2.211 1.945 -0.486
C -0.135 2.094 -1.989
C 1.062 1.284 -0.051
C -0.111 1.360 -0.803
H -1.112 0.257 0.418
H 3.099 3.200 -2.012
H 0.991 3.327 -3.351
H 3.129 1.881 0.112
H -1.068 2.141 -2.566
H 1.077 0.705 0.882

As for the net charge: 0. The calculation puts the HOMO-LUMO gap at 8.9 eV. The calculation puts the LUMO energy at 0.6266 eV. The relative energy (zero: lowest compared OMol25 entry of this formula, charge and spin) is 130.9 kJ/mol.

=====

Computed, not measured: a 2-piece molecular cluster, C14H21Cl3F12N3O6P2 overall, with ωB97M-V with the def2-TZVPD basis set.

Atoms and positions in Å:
C 0.974 2.248 -3.060
N 0.897 1.517 -1.776
C 2.170 0.880 -1.490
C 2.379 0.252 -0.102
N 3.693 -0.355 -0.155
O 2.559 1.336 0.814
C 1.426 1.940 1.398
P 1.268 3.744 0.947
O 2.344 4.025 0.007
O -0.176 4.076 0.352
O 1.484 4.570 2.285
C 0.161 1.118 1.259
N 0.601 -0.279 1.562
C -0.534 -1.047 2.131
O -0.718 -0.576 3.458
C -2.033 -0.379 3.746
F -2.791 -1.437 3.419
F -2.162 -0.137 5.052
F -2.490 0.678 3.040
C 1.377 -0.878 0.420
P 2.544 -2.279 1.138
O 1.375 -3.169 1.866
Cl 3.307 -1.248 2.786
C 0.465 -1.572 -0.597
F -0.525 -0.746 -1.018
F -0.216 -2.560 0.044
C 1.101 -2.271 -1.854
F 0.972 -3.605 -1.725
F 2.421 -2.062 -1.978
C 0.426 -1.941 -3.224
F 1.211 -2.552 -4.133
F 0.453 -0.639 -3.517
C -1.040 -2.499 -3.413
F -1.518 -3.093 -2.320
F -1.841 -1.465 -3.708
F -1.073 -3.349 -4.435
H 1.512 1.646 -3.777
H 1.403 3.239 -2.939
H -0.043 2.386 -3.407
H 0.681 2.232 -1.098
H 2.432 0.227 -2.314
H 2.938 1.660 -1.517
H 4.136 -0.202 -1.046
H 4.269 0.004 0.592
H 1.617 1.967 2.475
H -0.832 3.376 0.438
H 0.667 5.006 2.560
H -0.537 1.467 2.010
H -0.340 1.160 0.298
H 1.253 -0.147 2.349
H -0.403 -2.116 2.152
H -1.414 -0.830 1.536
H 1.787 -3.756 2.509
Cl -3.275 1.102 0.235
C -4.695 0.134 0.741
C -4.807 -1.146 -0.045
Cl -5.204 -0.852 -1.752
H -5.575 0.758 0.622
H -4.571 -0.090 1.797
H -5.606 -1.756 0.372
H -3.882 -1.718 -0.011

As for the net charge: +1. The calculation puts the HOMO-LUMO gap at 9.4 eV. The calculation puts the LUMO energy at -2.7038 eV.

=====

Computed, not measured: C40H45N8O5SSn as an isolated structure, with ωB97M-V with the def2-TZVPD basis set.

Atoms and positions in Å:
Sn -0.817 0.125 0.391
C 3.479 -5.456 3.978
C 2.604 -4.615 3.118
C 1.397 -5.126 2.578
C 0.622 -4.361 1.750
C -0.583 -4.912 1.149
N -0.944 -4.708 -0.063
C -0.160 -4.023 -1.098
C -0.471 -4.586 -2.482
C 0.520 -4.069 -3.534
N 0.559 -2.602 -3.593
C 0.035 -1.860 -4.503
C 0.066 -0.417 -4.460
C -0.254 0.273 -5.600
C -0.149 1.683 -5.669
C -0.441 2.418 -6.930
C 0.244 2.376 -4.505
C 0.512 1.752 -3.314
C 0.928 2.581 -2.175
N 0.926 2.184 -0.973
C 1.413 3.080 0.075
C 2.021 2.306 1.261
C 2.867 1.065 0.907
N 2.125 -0.183 1.101
C 2.716 -1.080 1.777
C 2.204 -2.442 2.050
C 2.976 -3.287 2.808
C 0.927 -2.943 1.543
O 0.073 -2.228 1.019
C 0.473 0.289 -3.243
O 0.802 -0.337 -2.223
H 3.070 -6.450 4.141
H 3.632 -4.976 4.948
H 4.468 -5.556 3.524
H 1.108 -6.147 2.804
H -1.229 -5.551 1.744
H -1.859 -5.044 -0.354
H 0.895 -4.147 -0.843
H -0.408 -2.962 -1.048
H -1.480 -4.286 -2.767
H -0.416 -5.675 -2.486
H 0.248 -4.450 -4.516
H 1.534 -4.402 -3.312
H 0.933 -2.076 -2.792
H -0.421 -2.349 -5.359
H -0.575 -0.272 -6.481
H -0.480 1.756 -7.792
H 0.307 3.193 -7.105
H -1.407 2.928 -6.852
H 0.325 3.457 -4.557
H 1.255 3.594 -2.435
H 0.558 3.656 0.439
H 2.134 3.791 -0.338
H 1.225 1.998 1.942
H 2.643 3.006 1.818
H 3.791 1.057 1.494
H 3.152 1.092 -0.148
H 3.717 -0.897 2.188
H 3.917 -2.918 3.201
C -1.618 2.910 5.592
N -2.449 2.428 4.487
C -3.883 2.256 4.719
C -1.923 2.128 3.330
N -1.502 1.867 2.280
H -1.994 3.871 5.941
H -0.593 3.036 5.254
H -1.641 2.199 6.418
H -4.316 3.200 5.049
H -4.050 1.500 5.487
H -4.367 1.946 3.796
O -2.565 1.816 -0.845
C -3.018 0.823 -1.401
N -2.295 -0.330 -1.425
S -3.119 -1.583 -2.050
O -3.279 -2.631 -1.063
O -2.531 -2.015 -3.299
C -4.600 -0.670 -2.360
C -5.794 -1.092 -2.905
C -6.787 -0.130 -3.070
C -6.574 1.196 -2.705
C -5.362 1.604 -2.157
C -4.375 0.651 -1.994
H -5.959 -2.122 -3.191
H -7.740 -0.420 -3.492
H -7.366 1.920 -2.849
H -5.184 2.630 -1.865
C -5.721 -2.728 4.287
C -4.682 -2.077 3.424
C -5.026 -1.266 2.349
C -4.034 -0.668 1.594
N -2.732 -0.830 1.836
C -2.395 -1.592 2.881
C -3.320 -2.228 3.686
H -6.654 -2.875 3.747
H -5.938 -2.095 5.151
H -5.377 -3.689 4.667
H -6.066 -1.094 2.102
H -4.300 -0.017 0.775
H -1.334 -1.674 3.090
H -2.990 -2.827 4.525

As for the net charge: +3. The calculation puts the HOMO-LUMO gap (spin up / spin down) at 5.6 / 5.1 eV. The calculation puts the LUMO energy (spin up / spin down) at -9.6298 / -10.1588 eV. The relative energy (zero: lowest compared OMol25 entry of this formula, charge and spin) is 222.4 kJ/mol.

=====

Computed, not measured: an isolated ion of composition CH3FNO2S and charge -1, with ωB97M-V with the def2-TZVPD basis set.

Atoms and positions in Å:
N 0.833 -0.106 -1.188
S 0.426 0.054 0.455
O 0.885 -1.187 1.041
O 1.293 1.186 0.841
C -1.309 0.599 0.725
F -2.209 -0.355 -0.060
H 0.551 -0.919 -1.700
H 0.882 0.589 -1.811
H -1.352 0.139 1.697

As for the net charge: -1. The calculation puts the HOMO-LUMO gap at 7.5 eV. The SMILES is N[S@@](=O)([O-])=CF. The calculation puts the LUMO energy at 3.9503 eV. The relative energy (zero: lowest compared OMol25 entry of this formula, charge and spin) is 266.2 kJ/mol.

=====

Computed, not measured: C31H52O3P2RuS as an isolated structure, with ωB97M-V with the def2-TZVPD basis set.

Atoms and positions in Å:
Ru 1.767 -1.254 -1.659
C 1.088 2.670 0.274
C 1.598 2.487 -1.039
C -0.699 2.414 -1.153
C -0.331 2.672 0.197
C 0.496 2.320 -1.924
C 1.908 2.924 1.474
H 2.856 2.372 1.416
H 1.382 2.628 2.390
H 2.157 3.995 1.564
C -1.271 2.966 1.294
H -0.744 3.105 2.244
H -1.989 2.138 1.411
H -1.855 3.880 1.097
C -2.082 2.348 -1.662
H -2.493 3.353 -1.858
H -2.740 1.858 -0.928
H -2.122 1.788 -2.605
C 0.612 2.197 -3.391
H 1.063 3.107 -3.822
H -0.371 2.064 -3.859
H 1.260 1.350 -3.674
C 3.021 2.587 -1.419
H 3.367 3.635 -1.385
H 3.186 2.224 -2.441
H 3.665 2.009 -0.740
C 2.517 -2.463 -0.246
C 3.108 -1.139 -0.146
C 4.519 -0.856 -0.617
C 4.652 -0.749 -2.161
C 3.361 -1.041 -2.899
C 2.821 -2.386 -2.946
C 3.552 -3.561 -2.301
C 3.347 -3.626 -0.769
H 5.232 -1.599 -0.222
H 5.468 -1.397 -2.518
H 4.823 0.111 -0.189
H 4.316 -3.668 -0.246
H 1.803 -2.711 0.548
H 2.784 -0.553 0.723
H 2.814 -4.556 -0.521
H 3.140 -4.473 -2.761
H 2.277 -2.649 -3.860
H 4.624 -3.553 -2.549
H 4.950 0.281 -2.409
H 3.180 -0.424 -3.790
P -0.149 -0.720 2.929
C -1.103 0.122 4.258
H -1.154 -0.485 5.172
H -2.114 0.297 3.870
H -0.633 1.092 4.469
C -1.076 -2.310 2.868
H -0.840 -2.913 3.753
H -0.741 -2.843 1.967
H -2.162 -2.134 2.794
C 1.331 -1.253 3.880
H 1.970 -1.855 3.221
H 1.052 -1.840 4.764
H 1.892 -0.361 4.187
P -0.370 -2.172 -1.922
C -0.688 -1.686 -3.642
H -1.041 -2.554 -4.211
H 0.252 -1.317 -4.076
H -1.432 -0.881 -3.677
C -0.356 -3.985 -1.830
H 0.668 -4.355 -1.954
H -0.991 -4.398 -2.624
H -0.729 -4.312 -0.852
C -1.747 -1.632 -0.880
H -2.723 -1.781 -1.370
H -1.660 -0.568 -0.635
H -1.756 -2.180 0.071
C -7.521 4.086 4.256
C -6.749 2.972 3.610
C -7.204 2.392 2.419
C -6.477 1.378 1.792
C -5.283 0.926 2.366
C -4.857 1.449 3.593
C -5.572 2.482 4.191
S -4.268 -0.294 1.521
O -4.221 -1.430 2.436
O -4.946 -0.493 0.251
O -2.956 0.378 1.407
H -7.802 4.849 3.520
H -8.449 3.722 4.716
H -6.924 4.564 5.038
H -8.139 2.746 1.977
H -6.828 0.945 0.861
H -3.976 1.052 4.081
H -5.222 2.924 5.126

Its spin multiplicity is 5. As for the net charge: +2. The calculation puts the HOMO-LUMO gap (spin up / spin down) at 6.9 / 3.8 eV. Its expectation value of S² is 6.026. The calculation puts the LUMO energy (spin up / spin down) at -5.7785 / -8.8864 eV. The relative energy (zero: lowest compared OMol25 entry of this formula, charge and spin) is 0.0 kJ/mol.

=====

Computed, not measured: an isolated ion of composition C3H8N3O and charge +1, with ωB97M-V with the def2-TZVPD basis set.

Atoms and positions in Å:
N 1.912 -0.179 0.533
C 0.807 0.161 -0.207
O 1.064 0.822 -1.458
C -0.380 1.182 0.489
C -1.543 0.606 0.276
N -1.461 -0.832 -0.140
N -0.103 -0.977 -0.300
H 2.641 0.450 0.603
H 1.747 -0.813 1.312
H 1.942 0.570 -1.707
H -0.135 2.232 0.676
H -2.492 0.957 0.744
H -1.979 -1.271 0.714
H -2.127 -0.947 -0.974
H 0.107 -1.961 -0.561

As for the net charge: +1. The calculation puts the HOMO-LUMO gap at 10.3 eV. The SMILES is N[C@]1(O)C=C[NH2+]N1. The calculation puts the LUMO energy at -3.6301 eV. The relative energy (zero: lowest compared OMol25 entry of this formula, charge and spin) is 348.5 kJ/mol.

=====

no.,molar mass (g mol⁻¹),calculated total energy (eV)
1,114.21,-17211.264
2,569.31,-36546.540
3,123.15,-10939.908
4,733.69,-93049.530
5,114.15,-10370.919
6,202.34,-33276.586
7,723.62,-120364.835
8,868.63,-81010.965
9,112.11,-20222.015
10,667.84,-71108.493
11,102.12,-9748.852